No. 1
C47H52N7O2Sn as an isolated structure, computed with wB97M-V/def2-TZVPD.

Last column: Mulliken charge in e.
Cartesian coordinates (Å):
Sn 0.820 1.093 1.043  1.286
N 0.551 -2.934 3.377  0.187
C 0.858 -1.743 2.864  -1.410
N 0.395 -1.287 1.740  0.409
C -0.459 -2.071 0.988  -1.170
N -0.945 -1.670 -0.131  -1.223
N -0.545 -0.353 -0.425  2.920
C -1.753 1.624 -1.550  -0.618
C -0.625 2.557 -1.928  -0.047
C -0.758 3.428 -2.996  -0.689
C 0.301 4.264 -3.319  -0.837
C 1.461 4.194 -2.571  -0.912
C 1.517 3.291 -1.522  -0.686
N 0.499 2.493 -1.204  0.954
C -0.799 -3.411 1.473  1.034
C -1.618 -4.285 0.752  -0.891
C -1.917 -5.529 1.263  -0.821
C -1.403 -5.919 2.502  -0.673
C -0.586 -5.074 3.223  -0.850
C -0.288 -3.820 2.697  0.804
H 0.958 -3.207 4.259  0.327
H 1.556 -1.127 3.417  0.630
H -2.522 1.695 -2.322  1.345
H -1.677 3.449 -3.566  0.603
H 0.219 4.955 -4.147  0.495
H 2.314 4.820 -2.791  0.481
H 2.409 3.187 -0.917  0.455
H -2.002 -3.962 -0.205  0.497
H -2.549 -6.205 0.706  0.471
H -1.641 -6.896 2.901  0.423
H -0.180 -5.375 4.180  0.484
C -2.762 -0.863 -4.715  -1.720
C -1.311 -0.431 -4.498  1.662
C -0.666 0.022 -5.811  -1.586
C -0.473 -1.525 -3.851  0.640
C -0.283 -2.695 -4.580  -0.529
C 0.582 -3.681 -4.151  -1.832
C 1.316 -3.481 -2.995  -0.196
C 1.157 -2.337 -2.224  -0.275
C 2.082 -2.127 -1.045  3.824
C 2.136 -3.329 -0.101  -1.729
C 3.486 -1.791 -1.549  -1.787
C 0.206 -1.394 -2.628  0.283
N 0.021 -0.213 -1.832  0.711
C -1.315 0.167 -1.525  -2.561
C -2.435 1.990 -0.248  -1.501
N -1.794 2.050 0.832  1.511
C -2.530 2.268 2.035  -0.087
C -2.467 3.507 2.687  -0.006
C -3.192 3.645 3.865  -0.870
C -3.942 2.604 4.390  -1.494
C -3.957 1.385 3.741  -0.307
C -3.245 1.189 2.561  0.112
C -3.221 -0.190 1.927  2.109
C -4.587 -0.584 1.369  -1.855
C -2.712 -1.246 2.912  -1.364
C -1.643 4.702 2.234  0.485
C -1.676 5.041 0.745  -1.633
C -0.200 4.572 2.732  -1.272
H -3.349 -0.043 -5.129  0.429
H -3.230 -1.188 -3.783  0.359
H -2.823 -1.696 -5.415  0.382
H -1.317 0.448 -3.861  -0.782
H -0.639 -0.789 -6.539  0.348
H 0.357 0.359 -5.649  0.387
H -1.235 0.843 -6.250  0.414
H -0.806 -2.819 -5.520  0.412
H 0.714 -4.583 -4.733  0.396
H 2.040 -4.225 -2.691  0.427
H 1.732 -1.264 -0.474  -1.958
H 2.661 -4.166 -0.563  0.518
H 1.140 -3.681 0.172  0.314
H 2.684 -3.069 0.806  0.367
H 3.874 -2.606 -2.162  0.396
H 4.166 -1.643 -0.711  0.501
H 3.482 -0.880 -2.148  0.342
H -2.074 -0.544 -1.843  0.933
H -3.509 2.201 -0.291  0.351
H -3.173 4.601 4.374  0.442
H -4.505 2.745 5.302  0.385
H -4.532 0.566 4.155  0.445
H -2.515 -0.181 1.094  -0.839
H -5.322 -0.685 2.169  0.375
H -4.529 -1.541 0.848  0.456
H -4.967 0.164 0.671  0.345
H -3.388 -1.362 3.760  0.475
H -1.731 -0.974 3.307  0.224
H -2.631 -2.216 2.418  0.362
H -2.093 5.553 2.752  0.715
H -1.038 4.380 0.162  0.251
H -1.312 6.059 0.604  0.546
H -2.688 4.988 0.338  0.310
H 0.192 3.573 2.524  0.006
H -0.136 4.729 3.809  0.390
H 0.450 5.298 2.242  0.379
O 2.907 1.169 0.206  -0.618
C 3.506 0.682 1.231  0.746
O 2.847 0.194 2.178  -0.717
C 4.996 0.714 1.272  0.386
C 5.654 0.476 2.474  -0.272
C 7.038 0.506 2.519  -0.659
C 7.763 0.760 1.362  -0.408
C 7.108 0.993 0.161  -0.815
C 5.723 0.979 0.116  -0.260
H 5.072 0.271 3.361  0.450
H 7.553 0.331 3.454  0.413
H 8.844 0.779 1.398  0.399
H 7.676 1.189 -0.737  0.412
H 5.195 1.171 -0.808  0.434

Computed properties:
calculated total energy = -2570.11268 a.u.
net charge = +1
gap between HOMO and LUMO = 0.2955 Ha
ΔE to the lowest compared entry with this formula, charge and spin = 38.97 kcal/mol

***

No. 2
C47H52N8NaO3PS as an isolated structure, computed with wB97M-V/def2-TZVPD.

Last column: Mulliken charge in e.
Cartesian coordinates (Å):
Na 1.122 -0.296 0.338  0.692
C 3.774 1.288 -3.213  -1.775
C 2.902 2.446 -2.728  2.693
C 3.617 3.789 -2.935  -1.665
C 2.504 2.338 -1.273  0.201
C 3.327 1.773 -0.308  0.076
C 2.980 1.804 1.035  -1.143
C 1.808 2.423 1.461  1.006
C 1.507 2.532 2.930  -1.713
C 0.986 2.994 0.495  -0.785
C 1.320 2.937 -0.849  -0.034
H 3.838 1.303 -4.302  0.473
H 3.345 0.332 -2.907  0.269
H 4.786 1.366 -2.811  0.400
H 1.988 2.451 -3.324  -1.451
H 4.548 3.805 -2.364  0.379
H 2.990 4.614 -2.596  0.383
H 3.853 3.944 -3.990  0.434
H 4.274 1.324 -0.580  0.152
H 3.648 1.364 1.764  0.313
H 1.436 1.553 3.403  0.327
H 0.571 3.061 3.105  0.251
H 2.303 3.081 3.437  0.487
H 0.095 3.525 0.804  0.430
H 0.676 3.412 -1.576  0.488
N -2.329 -0.902 -3.692  -0.231
P -2.006 0.356 -2.523  1.222
C -1.156 1.601 -3.589  0.580
C -1.326 2.948 -3.268  -0.646
C -0.748 3.940 -4.044  -0.398
C 0.016 3.596 -5.151  -0.652
C 0.215 2.261 -5.461  -0.664
C -0.362 1.266 -4.680  -0.427
C -3.673 1.161 -2.742  -0.332
C -4.102 1.624 -3.989  -0.412
C -5.326 2.258 -4.120  -0.664
C -6.143 2.430 -3.008  -0.475
C -5.733 1.964 -1.770  -0.650
C -4.502 1.331 -1.639  -0.110
C -1.379 -1.919 -3.729  0.405
C -1.633 -3.194 -4.239  -0.824
C -0.597 -4.109 -4.229  -0.609
C 0.650 -3.727 -3.750  -0.617
C 0.817 -2.425 -3.315  -0.587
N -0.177 -1.542 -3.292  0.308
H -3.290 -1.192 -3.783  0.322
H -1.936 3.222 -2.413  0.224
H -0.893 4.983 -3.789  0.426
H 0.451 4.376 -5.764  0.391
H 0.821 1.992 -6.317  0.431
H -0.209 0.226 -4.929  0.317
H -3.465 1.502 -4.855  0.391
H -5.641 2.631 -5.086  0.397
H -7.102 2.923 -3.112  0.381
H -6.368 2.102 -0.903  0.421
H -4.176 0.969 -0.671  0.443
H -2.612 -3.452 -4.622  0.459
H -0.755 -5.111 -4.606  0.422
H 1.472 -4.429 -3.710  0.515
H 1.777 -2.070 -2.965  0.202
N 6.777 -6.641 -0.222  -0.542
C 5.919 -5.603 0.109  1.084
C 5.156 -5.653 1.279  -0.742
C 4.235 -4.662 1.561  -0.339
C 4.072 -3.607 0.683  -0.364
C 4.837 -3.528 -0.472  -0.742
C 5.755 -4.518 -0.759  -0.760
S 2.946 -2.275 1.001  1.537
O 3.694 -1.065 0.708  -0.712
O 2.431 -2.360 2.350  -0.832
N 1.743 -2.250 -0.062  -0.098
C 0.686 -3.051 0.198  0.157
N -0.529 -2.559 -0.141  0.117
C -1.573 -3.322 0.139  -0.111
C -1.477 -4.556 0.762  -0.959
C -0.187 -4.977 1.053  -0.496
N 0.883 -4.259 0.772  -0.420
H 7.086 -7.228 0.532  0.218
H 7.481 -6.433 -0.909  0.220
H 5.302 -6.474 1.971  0.273
H 3.643 -4.677 2.467  0.499
H 4.716 -2.667 -1.117  0.519
H 6.361 -4.461 -1.656  0.262
H -2.541 -2.917 -0.146  0.447
H -2.344 -5.153 1.000  0.404
H 0.001 -5.934 1.533  0.455
C -1.720 -0.527 7.770  -1.107
C -1.925 0.927 7.357  -0.628
N -2.393 1.071 5.982  0.275
C -3.832 1.063 5.761  -0.536
C -4.534 2.331 6.245  -1.093
C -1.451 1.013 5.004  0.008
O -0.274 0.798 5.253  -0.652
C -1.843 1.294 3.581  0.453
C -2.516 2.448 3.202  -0.013
C -2.636 2.747 1.853  -1.050
C -2.034 1.905 0.934  -0.797
N -1.394 0.790 1.277  0.387
C -1.315 0.491 2.570  -0.669
H -1.381 -0.566 8.806  0.374
H -0.962 -0.988 7.139  0.306
H -2.646 -1.099 7.684  0.288
H -0.978 1.459 7.439  0.370
H -2.652 1.403 8.014  0.322
H -4.259 0.204 6.287  0.371
H -4.018 0.921 4.699  0.303
H -4.390 2.480 7.314  0.350
H -5.604 2.251 6.054  0.388
H -4.158 3.214 5.728  0.239
H -2.919 3.123 3.945  0.298
H -3.158 3.636 1.524  0.522
H -2.050 2.125 -0.127  0.877
H -0.811 -0.438 2.817  0.489

Computed properties:
calculated total energy = -3387.91252 a.u.
gap between HOMO and LUMO = 0.2882 Ha
ΔE to the lowest compared entry with this formula, charge and spin = 35.32 kcal/mol